5
Properties=species:S:1:pos:R:3:forces:R:3 method="wB97M-V/def2-TZVPD" charge=0 gap_ev="6.4 / 7.9" spin_multiplicity=1 total_energy_ha=-391.4622
C 0.435 1.757 0.099 -0.907 3.552 -1.849
N -0.926 -0.836 -0.683 0.769 -1.656 1.712
I -0.839 0.999 -1.219 1.323 -0.652 1.996
H 0.866 0.985 0.638 0.574 -2.248 1.003
H -0.306 -0.979 0.261 -1.759 1.004 -2.862